DFT (the ωB97M-V functional and the def2-TZVPD basis) results for a molecular structure, C4H5BF7O2Sn in a non-equilibrium geometry.

Last column: Mulliken charge in e.
Positions of all 20 atoms, in Å:
C 2.1194 -10.1490 9.3168  0.821
C 2.2991 -9.0417 12.4323  -1.064
H 2.0299 -8.2188 11.7701  0.251
F 3.5274 -8.2583 10.8038  0.090
O 3.1474 -9.4893 8.9246  -0.205
F 5.4198 -7.3746 10.0602  -0.192
F 0.1359 -11.5023 8.9673  -0.186
C 0.9193 -10.5398 8.3848  0.733
H 2.9652 -8.5876 13.1659  0.355
H 1.2956 -9.2744 12.7885  0.405
F 3.5161 -7.1444 8.9864  -0.263
F 0.1810 -9.4191 8.1725  -0.198
F 3.7781 -5.9580 10.8983  -0.314
O 2.0109 -10.6283 10.6238  -0.231
Sn 4.7418 -8.9515 8.8739  0.762
F 1.4033 -10.9540 7.2096  -0.194
B 4.0958 -7.1180 10.2316  -0.116
H 3.8739 -10.0027 11.1802  -0.057
C 2.9219 -10.2463 11.6518  0.174
H 2.9745 -11.1425 12.2700  0.426

The spin multiplicity is 1. Its energy above the lowest of the compared OMol25 structures with the same formula, charge and spin is 340.20 kJ/mol. For the gap between HOMO and LUMO, the calculation gives 0.34754 Eh. As for the total charge: +1. The HOMO energy comes out at -15.53 eV.